# 1
Here is a cluster of 2 separate species, C4H10N2 in total in a non-equilibrium geometry from the Open Molecules 2025 dataset. Energies are from ωB97M-V with the def2-TZVPD basis set.

Geometry as XYZ:
```
16
Properties=species:S:1:pos:R:3:forces:R:3
C -0.573896 -0.774874 -0.182782 -0.5 -1.2 0.8
C -1.932335 1.176414 -0.389637 -0.7 0.2 -0.2
N -1.462053 0.135822 0.302544 1.1 0.4 -0.1
N -0.105276 -1.722422 0.773265 -0.3 0.2 -0.3
C 1.153097 0.494636 -0.615132 0.5 1.0 0.0
C 2.078142 0.412840 0.371344 -0.2 0.0 -0.1
H -1.372945 0.271494 1.307972 -0.2 -0.1 -0.2
H -0.806635 -1.147137 -1.172780 0.2 0.2 -0.1
H 0.049458 -2.630868 0.355183 0.0 0.1 0.2
H 0.759854 -1.397684 1.203713 0.1 -0.1 -0.2
H 1.422118 0.084729 -1.581609 -0.1 -0.2 -0.1
H -2.152538 1.035333 -1.435903 0.3 0.0 -0.1
H -2.417526 1.974878 0.132525 -0.2 0.1 0.3
H 0.445142 1.358238 -0.661265 0.0 -0.7 0.2
H 2.988502 -0.157881 0.260414 0.0 -0.1 0.0
H 1.926890 0.886482 1.332148 0.0 0.2 0.0
```
Forces are in eV/Å.

- Kohn-Sham gap (alpha / beta) (Ha) = 0.264 / 0.271
- relative energy (zero: lowest compared OMol25 entry of this formula, charge and spin) (kcal/mol) = 96.79
- E_LUMO (alpha / beta) (eV) = 0.54 / 0.85

# 2
Here is a cluster of 5 separate species, C31H38F33O10P in total from the Open Molecules 2025 dataset. Energies are from ωB97M-V with the def2-TZVPD basis set.

Geometry as XYZ:
```
113
Properties=species:S:1:pos:R:3:forces:R:3
C -4.404662 4.873031 -2.314428 0.0 -0.2 -0.2
C -4.576657 4.103000 -3.630303 0.2 0.2 0.0
C -3.359160 3.266701 -4.020340 0.3 -0.4 0.2
C -2.892207 2.318250 -2.917939 -0.9 0.0 -0.2
C -3.825832 1.129663 -2.741469 0.3 0.0 -0.4
O -1.568911 1.838363 -3.325992 0.1 0.0 0.4
P -0.490695 1.693775 -2.201606 -0.2 0.2 0.0
O -0.282045 2.819157 -1.278094 0.1 -0.2 -0.1
O -0.925778 0.354772 -1.433598 0.4 0.1 -0.2
C -0.360987 0.154050 -0.150183 -0.1 -0.4 0.2
O -1.376420 0.348702 0.801870 0.2 -0.1 -0.2
C -1.352382 1.525190 1.518388 0.0 0.2 0.2
C -0.032277 1.955973 2.073497 0.6 0.3 -0.5
O -2.373510 2.098987 1.724044 -0.4 -0.1 0.1
O 0.791306 1.293909 -3.057364 -0.1 0.4 0.3
C 2.062912 1.782732 -2.661989 0.3 -0.4 -0.3
F 2.913912 0.700550 -2.882813 -0.1 0.1 -0.1
C 2.530882 2.959586 -3.485527 0.5 0.1 0.1
C 2.152252 4.320400 -2.898537 -0.7 -0.2 -0.1
H -3.390905 5.273744 -2.234752 0.0 0.1 0.0
H -4.573318 4.228750 -1.449617 0.0 0.1 0.0
H -5.104342 5.707210 -2.281404 0.0 0.0 0.2
H -4.743782 4.833332 -4.425847 -0.1 -0.1 -0.1
H -5.457600 3.458006 -3.590452 -0.1 0.1 0.0
H -3.573299 2.644473 -4.895044 0.0 0.2 -0.1
H -2.506382 3.900536 -4.278850 -0.1 0.1 0.0
H -2.839003 2.861838 -1.973512 0.5 0.0 0.0
H -3.397831 0.397215 -2.060059 -0.1 0.0 0.1
H -3.976276 0.653538 -3.713959 0.0 -0.1 0.1
H -4.795300 1.469677 -2.378631 0.0 0.0 0.1
H 0.486258 0.815239 0.022749 -0.1 0.0 -0.1
H -0.019919 -0.878817 -0.087893 -0.2 0.0 0.0
H 0.706685 1.160628 2.042591 0.0 0.0 0.3
H -0.156687 2.364266 3.072316 -0.1 -0.1 0.0
H 0.353687 2.763786 1.442039 -0.1 0.0 0.0
H 2.117772 1.979100 -1.589610 -0.2 0.1 0.0
H 2.195184 2.843618 -4.516689 0.0 -0.1 0.0
H 3.621944 2.879698 -3.488617 0.0 0.0 0.0
H 2.220723 4.297424 -1.809835 0.2 0.1 0.0
H 1.112974 4.568286 -3.125179 0.0 0.0 0.0
H 2.771094 5.117224 -3.305059 0.1 -0.1 0.1
F -1.729121 -3.347447 3.600755 0.0 0.0 0.1
C -0.870760 -2.510880 2.989580 0.0 0.1 -0.2
F 0.054176 -3.257488 2.337727 0.0 0.0 0.0
C -0.148008 -1.610427 3.994775 0.0 -0.2 0.4
F 0.670812 -2.339652 4.779836 -0.1 0.0 -0.1
F 0.639413 -0.795265 3.228192 0.1 -0.1 -0.1
C -0.994187 -0.653983 4.847160 -0.2 0.4 0.0
O -1.312006 -1.029075 6.176813 0.3 -0.5 -0.1
C -2.399869 -1.793538 6.494486 -0.1 0.4 -0.1
F -3.241409 -1.942940 5.458329 0.1 -0.1 -0.1
F -3.075859 -1.129777 7.463979 -0.1 0.0 0.0
C -2.007927 -3.143635 7.109511 0.0 -0.1 0.1
F -1.201115 -3.834968 6.284435 0.0 0.0 -0.1
F -3.131588 -3.864878 7.316686 0.0 0.0 0.0
H -1.409834 -1.903333 2.256325 0.0 0.0 0.0
H -0.353716 0.210424 4.975779 0.1 0.0 0.0
H -1.874873 -0.306278 4.304780 0.0 -0.2 -0.1
H -1.497143 -2.982711 8.060913 0.0 0.0 0.0
F 5.473838 -2.606354 -1.440045 -0.1 -0.1 0.0
C 4.763994 -1.491725 -1.174928 0.1 0.3 -0.1
F 5.481345 -0.735505 -0.311966 -0.1 0.0 0.0
C 3.415447 -1.828774 -0.531789 0.0 -0.4 0.3
F 3.598312 -2.365945 0.690951 0.1 0.0 -0.1
F 2.787405 -0.626581 -0.351595 0.0 0.1 0.0
C 2.433612 -2.687348 -1.344884 -0.5 0.1 -0.4
O 2.361169 -4.074862 -1.069578 0.5 0.0 0.4
C 3.175702 -4.998809 -1.658921 -0.3 0.3 -0.2
F 3.875095 -4.478556 -2.689746 0.1 0.0 0.1
F 2.372939 -5.956054 -2.181801 0.0 -0.1 -0.1
C 4.085059 -5.712716 -0.651236 0.0 -0.1 0.1
F 4.832181 -4.829807 0.033423 0.0 0.1 -0.1
F 4.908876 -6.540914 -1.331207 0.0 0.0 0.0
H 4.618402 -0.924188 -2.097240 -0.1 0.0 0.0
H 1.450673 -2.323179 -1.050009 0.0 0.0 0.0
H 2.524455 -2.488276 -2.413260 0.2 0.0 0.0
H 3.478160 -6.291668 0.047480 0.0 0.0 0.0
F 0.554257 4.796996 7.160392 -0.1 0.1 0.0
C 0.317762 3.571569 6.663304 0.1 -0.2 0.0
F 1.194150 3.347058 5.653219 0.0 0.0 0.0
C -1.100069 3.450379 6.098778 -0.2 0.4 -0.2
F -1.237700 4.229811 5.009739 0.1 0.0 0.1
F -1.183077 2.147675 5.675396 0.0 0.0 0.1
C -2.286590 3.653175 7.052433 -0.4 -0.4 0.3
O -2.934091 4.909824 7.058781 0.4 0.2 -0.4
C -2.519254 5.954656 7.839928 -0.2 -0.3 0.1
F -1.596242 5.579796 8.743695 0.1 0.0 -0.1
F -3.599434 6.386160 8.527875 0.0 0.0 0.1
C -2.045670 7.152158 7.005684 0.0 0.1 -0.1
F -1.057500 6.793618 6.164621 0.1 -0.1 0.1
F -1.573441 8.100591 7.843873 0.0 0.0 0.0
H 0.484266 2.822585 7.442428 0.0 0.0 0.0
H -3.050915 2.975654 6.673788 0.0 0.0 0.0
H -2.048003 3.314501 8.061410 0.2 0.1 0.0
H -2.880530 7.555346 6.429526 0.0 0.0 0.0
F 2.153216 -3.201148 -7.118357 -0.1 -0.1 0.0
C 3.377243 -3.682762 -6.830383 0.2 0.1 0.0
F 4.224374 -3.288068 -7.807897 0.0 0.0 0.0
C 3.386159 -5.212640 -6.764452 -0.3 -0.2 -0.3
F 3.153946 -5.731826 -7.988410 0.0 0.1 0.0
F 4.667051 -5.536719 -6.420926 0.1 0.0 0.1
C 2.491100 -5.896796 -5.720870 0.1 -0.3 0.6
O 1.239559 -6.416801 -6.135012 0.1 0.3 -0.6
C 0.101284 -5.661179 -6.179591 0.2 -0.1 0.3
F 0.253747 -4.468806 -5.574130 0.1 0.0 -0.1
F -0.848816 -6.336161 -5.492382 -0.1 0.0 0.1
C -0.445816 -5.508295 -7.604989 -0.1 -0.1 -0.1
F 0.477391 -4.974345 -8.425175 0.0 0.1 0.1
F -1.516329 -4.683320 -7.569304 0.0 0.0 0.0
H 3.718947 -3.261076 -5.880761 0.0 0.0 0.0
H 3.048670 -6.785007 -5.428159 0.0 0.0 0.0
H 2.394530 -5.291653 -4.819464 0.0 0.2 -0.1
H -0.749245 -6.483398 -7.990621 0.0 0.0 0.0
```
Forces are in eV/Å.

- SMILES string = CCC[C@@H](C)O[P@@](=O)(OCOC(C)=O)O[C@@H](F)CC.FC(F)C(F)(F)COC(F)(F)C(F)F.FC(F)C(F)(F)COC(F)(F)C(F)F.FC(F)C(F)(F)COC(F)(F)C(F)F.FC(F)C(F)(F)COC(F)(F)C(F)F
- Kohn-Sham gap (Ha) = 0.409
- E_LUMO (eV) = 0.31

no.,E (hartree)
1,-267.771086
2,-5593.547456